Record 1
DFT (ωB97M-V/def2-TZVPD) results for the molecule C12H14N2O2.

Geometry as ORCA input:
```
! RIJCOSX wB97M-V def2-TZVPD def2/J DEFGRID3
* xyz 0 1
C 0.28 2.46 -0.68
C -0.16 1.62 -1.90
C -1.67 1.45 -2.02
C -2.37 0.81 -0.83
N -2.10 -0.62 -0.73
C -0.91 -1.02 -0.06
C -0.21 -2.13 -0.57
C 0.97 -2.59 0.00
C 1.47 -1.91 1.11
C 0.78 -0.85 1.63
C -0.41 -0.39 1.08
C 1.52 -0.37 2.83
O 1.17 0.38 3.67
N 2.80 -1.06 2.86
C 2.71 -2.13 1.89
O 3.49 -3.02 1.79
H 0.94 3.25 -1.00
H -0.59 2.89 -0.19
H 0.85 1.85 0.01
H 0.37 0.67 -1.93
H 0.16 2.17 -2.78
H -1.95 0.93 -2.93
H -2.09 2.46 -2.10
H -3.44 0.91 -1.00
H -2.16 1.37 0.08
H -2.90 -1.14 -0.40
H -0.59 -2.65 -1.44
H 1.51 -3.42 -0.41
H -0.92 0.46 1.53
H 3.47 -0.39 2.46
*
```

Properties
frontier orbital gap: 8.892 eV
F_max: 1.01 eV/A
energy relative to the best compared isomer or geometry (same formula, charge and spin): 20.9 kcal/mol
E_HOMO: -9.16 eV

These are the natural (NBO) partial charges, in e, on atoms 1 to 6:
1 C -0.6176
2 C -0.4061
3 C -0.3973
4 C -0.2174
5 N -0.6486
6 C 0.1665

***

Record 2
DFT (ωB97M-V/def2-TZVPD) results for a cluster of 2 separate species, C7H8 in total.

Geometry as ORCA input:
```
! RIJCOSX wB97M-V def2-TZVPD def2/J DEFGRID3
* xyz 0 1
C -2.72 2.34 -1.69
C -1.88 1.83 -1.01
C -0.58 0.11 1.45
C -0.69 0.43 0.22
C 0.45 -0.41 0.35
C 0.39 -1.83 -0.14
C 1.84 0.21 0.35
H -3.69 2.69 -1.90
H -0.93 0.18 2.45
H -0.51 -2.21 0.11
H 1.31 -2.39 0.16
H 0.38 -1.82 -1.25
H 1.99 0.56 -0.63
H 2.75 -0.50 0.36
H 1.90 0.81 1.15
*
```

Properties
frontier orbital gap: 9.567 eV
F_max: 5.44 eV/A
energy relative to the best compared isomer or geometry (same formula, charge and spin): 205.9 kcal/mol
E_HOMO: -9.86 eV

These are the natural (NBO) partial charges, in e, on atoms 1 to 6:
1 C -0.3978
2 C -0.0543
3 C -0.2444
4 C 0.1820
5 C -0.0202
6 C -0.6279

***

Record 3
DFT (ωB97M-V/def2-TZVPD) results for a structure of composition C24H15AuClN4O11S2.

Geometry as ORCA input:
```
! RIJCOSX wB97M-V def2-TZVPD def2/J DEFGRID3
* xyz -1 1
Au -0.15 0.13 0.01
O 1.32 -5.17 0.69
C 2.00 -4.54 1.66
C 2.79 -5.33 2.51
C 3.52 -4.76 3.53
C 3.50 -3.38 3.73
C 2.72 -2.60 2.91
C 1.96 -3.15 1.88
C 1.12 -2.24 1.08
O 1.06 -1.02 1.41
N 0.45 -2.78 0.07
N -0.34 -1.95 -0.64
C -1.03 -2.46 -1.59
S -0.88 -4.19 -1.92
C -1.80 -4.12 -3.49
C -2.90 -3.11 -3.31
S -2.16 -1.58 -2.57
H 0.83 -4.49 0.18
H 2.80 -6.39 2.34
H 4.12 -5.39 4.17
H 4.08 -2.94 4.52
H 2.67 -1.53 3.04
H -2.17 -5.12 -3.70
H -1.10 -3.81 -4.27
H -3.67 -3.47 -2.62
H -3.37 -2.83 -4.25
O -0.57 2.98 3.06
C -0.35 2.57 1.93
O -0.98 1.72 1.28
C 0.84 3.31 1.24
C 1.06 4.59 1.67
C 2.05 5.40 1.10
C 2.81 4.89 0.06
C 2.64 3.58 -0.35
C 1.65 2.69 0.22
O 1.61 1.50 -0.16
N 3.52 3.08 -1.37
O 4.05 3.91 -2.08
O 3.72 1.89 -1.46
N 2.30 6.70 1.61
O 1.57 7.12 2.50
O 3.24 7.32 1.15
H 0.46 4.98 2.48
H 3.56 5.50 -0.41
Cl -6.16 3.25 -5.43
C -4.77 2.75 -4.51
C -4.96 2.07 -3.32
C -3.85 1.69 -2.59
C -2.57 2.01 -3.03
C -2.40 2.68 -4.24
C -3.51 3.05 -4.99
C -1.39 1.67 -2.16
O -0.42 2.39 -2.09
O -1.56 0.57 -1.51
H -5.95 1.84 -2.97
H -3.96 1.15 -1.66
H -1.40 2.91 -4.58
H -3.38 3.56 -5.93
*
```

Properties
frontier orbital gap (spin up / spin down): 4.846 / 5.136 eV
F_max: 3.88 eV/A
energy relative to the best compared isomer or geometry (same formula, charge and spin): 53.3 kcal/mol
E_HOMO (spin up / spin down): -5.56 / -5.67 eV

These are the natural (NBO) partial charges, in e, on atoms 1 to 6:
1 Au 1.5380
2 O -0.6860
3 C 0.3533
4 C -0.2852
5 C -0.1708
6 C -0.2680

***

Record 4
DFT (ωB97M-V/def2-TZVPD) results for a cluster of 3 separate species, C28H53F8N6O9P2S2 in total.

Geometry as ORCA input:
```
! RIJCOSX wB97M-V def2-TZVPD def2/J DEFGRID3
* xyz -1 1
C 5.93 -2.05 4.19
C 5.08 -2.88 3.94
C 4.07 -3.96 3.67
C 4.18 -4.97 4.88
C 5.52 -5.01 5.64
C 6.74 -5.51 4.83
C 4.62 -4.62 2.36
S 3.28 -5.52 1.53
O 2.75 -4.80 0.42
O 3.76 -6.81 1.12
O 2.22 -5.74 2.74
C 1.62 -4.49 3.15
S 0.41 -5.03 4.42
O -0.15 -6.27 3.96
O 0.94 -5.21 5.74
C -1.00 -3.79 4.48
F -0.68 -2.66 3.84
F -1.16 -3.44 5.77
C -2.31 -4.31 3.84
F -2.09 -4.74 2.60
F -3.12 -3.23 3.69
C -3.12 -5.35 4.71
F -2.41 -5.91 5.67
F -3.67 -6.26 3.91
F -4.12 -4.70 5.31
C 2.62 -3.36 3.49
C 2.32 -2.49 4.75
C 2.28 -0.95 4.57
C 1.90 -0.40 5.99
F 3.49 -0.37 4.28
C 2.55 -2.38 2.26
O 3.58 -1.97 1.69
O 1.42 -1.98 1.91
H 6.61 -1.24 4.04
H 4.03 -5.97 4.46
H 3.40 -4.76 5.63
H 5.75 -4.10 6.22
H 5.38 -5.79 6.43
H 7.58 -5.56 5.54
H 6.58 -6.50 4.37
H 7.05 -4.75 4.09
H 5.07 -3.88 1.69
H 5.38 -5.39 2.56
H 1.00 -4.21 2.27
H 1.34 -2.69 5.22
H 3.03 -2.66 5.58
H 1.45 -0.62 3.93
H 1.00 -0.91 6.37
H 2.72 -0.72 6.66
H 1.79 0.69 5.99
O 3.28 2.56 -2.09
P 1.84 2.12 -2.27
N 1.12 3.37 -1.29
C 1.26 3.39 0.15
C 1.32 4.69 -1.85
N 1.97 0.60 -1.51
C 1.20 0.16 -0.36
C 3.28 -0.04 -1.50
N 0.22 1.60 -2.81
C 0.26 1.19 -4.23
C -1.02 2.32 -2.57
H 0.73 4.25 0.57
H 2.31 3.44 0.47
H 0.79 2.53 0.61
H 1.06 4.71 -2.91
H 2.36 5.02 -1.75
H 0.68 5.43 -1.35
H 1.66 0.49 0.58
H 1.15 -0.93 -0.32
H 0.17 0.50 -0.38
H 3.92 0.36 -0.71
H 3.78 0.11 -2.46
H 3.18 -1.11 -1.36
H 0.35 2.05 -4.89
H -0.64 0.63 -4.50
H 1.11 0.53 -4.40
H -1.04 3.31 -3.05
H -1.22 2.44 -1.50
H -1.87 1.76 -2.96
O -3.57 3.49 -4.25
P -4.73 4.39 -4.64
N -5.63 3.21 -5.53
C -5.18 2.71 -6.82
C -6.09 2.11 -4.70
N -3.84 5.49 -5.60
C -4.09 5.78 -7.00
C -2.42 5.64 -5.30
N -6.09 5.53 -4.75
C -6.22 6.31 -3.51
C -7.42 5.20 -5.24
H -5.89 1.98 -7.21
H -4.19 2.24 -6.77
H -5.16 3.50 -7.57
H -6.58 2.49 -3.79
H -5.27 1.45 -4.38
H -6.84 1.51 -5.22
H -3.59 5.05 -7.65
H -3.70 6.77 -7.25
H -5.15 5.81 -7.23
H -1.82 4.84 -5.75
H -2.25 5.63 -4.22
H -2.05 6.60 -5.67
H -6.62 5.71 -2.69
H -6.86 7.18 -3.65
H -5.24 6.69 -3.20
H -7.94 4.46 -4.61
H -7.39 4.84 -6.26
H -8.04 6.11 -5.25
*
```

Properties
frontier orbital gap: 6.226 eV
F_max: 6.85 eV/A
E_HOMO: -5.36 eV

These are the Löwdin partial charges, in e, on atoms 1 to 6:
1 C 0.1440
2 C -0.1002
3 C -0.3443
4 C -0.1305
5 C -0.2495
6 C -0.1136

***

Record 5
DFT (ωB97M-V/def2-TZVPD) results for the molecule C8H15NO2.

Geometry as ORCA input:
```
! RIJCOSX wB97M-V def2-TZVPD def2/J DEFGRID3
* xyz 0 1
C 1.51 0.49 1.66
C 1.01 0.00 0.24
C 1.25 -1.54 0.28
C 2.07 0.67 -0.75
C -0.41 0.31 -0.18
C -0.88 0.04 -1.70
C -0.73 1.66 -0.19
N -0.99 2.76 -0.03
O -1.29 -0.42 0.73
C -2.62 -0.17 0.67
O -3.21 -1.11 -0.19
H 0.95 1.35 2.00
H 2.52 0.84 1.82
H 1.31 -0.39 2.32
H 1.35 -1.85 -0.74
H 2.21 -1.66 0.71
H 0.31 -2.05 0.77
H 1.98 0.17 -1.83
H 3.08 0.68 -0.45
H 1.83 1.74 -0.78
H -0.66 -1.03 -2.02
H -1.89 0.24 -1.72
H -0.41 0.63 -2.44
H -2.82 -0.45 1.68
H -2.94 0.85 0.45
H -2.52 -1.75 -0.32
*
```

Properties
frontier orbital gap: 11.218 eV
F_max: 4.58 eV/A
energy relative to the best compared isomer or geometry (same formula, charge and spin): 83.5 kcal/mol
E_HOMO: -10.54 eV

These are the natural (NBO) partial charges, in e, on atoms 1 to 6:
1 C -0.6181
2 C -0.0353
3 C -0.6134
4 C -0.6041
5 C 0.1273
6 C -0.6149

***

Record 6
DFT (ωB97M-V/def2-TZVPD) results for a cluster of 3 separate species, C5H11O2S in total.

Geometry as ORCA input:
```
! RIJCOSX wB97M-V def2-TZVPD def2/J DEFGRID3
* xyz -1 1
C -4.51 -0.64 0.95
C 2.83 0.40 -1.11
C 2.69 -1.54 0.41
C 0.81 -1.03 -1.06
C 2.07 -0.78 -0.55
O -5.02 1.65 -0.14
O -2.74 3.96 1.72
S -3.93 0.86 0.51
H -5.50 -0.96 0.72
H -3.82 -1.31 1.44
H 3.47 0.08 -1.94
H 2.15 1.17 -1.49
H 3.46 0.85 -0.35
H 3.68 -1.29 0.77
H 2.22 -2.40 0.84
H -3.50 3.58 1.27
H -2.03 3.33 1.58
H 0.22 -1.85 -0.70
H 0.37 -0.40 -1.81
*
```

Properties
frontier orbital gap (spin up / spin down): 6.172 / 2.538 eV
F_max: 1.48 eV/A
energy relative to the best compared isomer or geometry (same formula, charge and spin): 108.6 kcal/mol
E_HOMO (spin up / spin down): -3.17 / -0.72 eV

These are the natural (NBO) partial charges, in e, on atoms 1 to 6:
1 C -0.9876
2 C -0.6303
3 C -0.3550
4 C -0.3172
5 C -0.1026
6 O -1.0666

***

Record 7
DFT (ωB97M-V/def2-TZVPD) results for a cluster of 2 separate species, C2H3OPS in total.

Geometry as ORCA input:
```
! RIJCOSX wB97M-V def2-TZVPD def2/J DEFGRID3
* xyz 0 1
C 4.89 0.02 0.70
C 4.71 -0.28 -0.46
O -4.42 -1.28 0.62
P -5.10 1.21 -0.62
S -5.44 -0.20 0.79
H 5.02 0.66 1.50
H 4.29 -0.68 -1.61
H -3.95 0.56 -0.91
*
```

Properties
frontier orbital gap (spin up / spin down): 7.890 / 7.891 eV
F_max: 4.88 eV/A
energy relative to the best compared isomer or geometry (same formula, charge and spin): 97.4 kcal/mol
E_HOMO (spin up / spin down): -9.50 / -9.50 eV

These are the natural (NBO) partial charges, in e, on atoms 1 to 6:
1 C -0.2668
2 C -0.2438
3 O -0.8696
4 P 0.0953
5 S 0.7969
6 H 0.2280

***

Record 8
DFT (ωB97M-V/def2-TZVPD) results for the molecule C4H5NO.

Geometry as ORCA input:
```
! RIJCOSX wB97M-V def2-TZVPD def2/J DEFGRID3
* xyz 0 1
N 1.82 0.11 0.65
C 0.60 0.53 0.20
C -0.22 1.32 -0.40
C -0.84 0.13 0.31
C -1.24 -1.09 -0.44
O -0.50 -1.68 -1.21
H 1.91 -0.90 0.63
H 2.60 0.57 0.22
H -0.47 2.20 -0.98
H -1.41 0.30 1.24
H -2.26 -1.48 -0.23
*
```

Properties
frontier orbital gap: 9.615 eV
F_max: 0.40 eV/A
energy relative to the best compared isomer or geometry (same formula, charge and spin): 59.4 kcal/mol
E_HOMO: -8.70 eV

These are the natural (NBO) partial charges, in e, on atoms 1 to 6:
1 N -0.7940
2 C 0.2396
3 C -0.2607
4 C -0.3748
5 C 0.4240
6 O -0.5425